No. 1
# C5H9N3

An isolated molecule of C5H9N3 in a non-equilibrium geometry (ωB97M-V/def2-TZVPD, the Open Molecules 2025 dataset).

Geometry (Å):
C  0.4612  1.2521  0.5671
C  -0.8595  0.4750  0.8457
C  -0.5178  0.1842  -1.6624
C  1.4425  0.2452  -0.1152
C  -0.9480  -0.4443  -0.3637
N  0.4843  -1.6629  1.0881
N  1.2561  -1.1547  -0.0406
N  -0.1305  -1.5703  -0.2103
H  0.1407  2.0245  -0.0785
H  0.7565  1.4965  1.5685
H  -0.8003  -0.1229  1.7116
H  -1.6205  1.2748  1.0196
H  -0.6247  1.2847  -1.9633
H  -0.1963  -0.4511  -2.5115
H  2.3097  0.6665  -0.6455
H  -1.9751  -0.8328  -0.4376
H  0.8218  -2.6646  1.2280

The value obtained for the energy above the lowest of the compared OMol25 structures with the same formula, charge and spin is 7.594 eV. The LUMO energy (alpha / beta) comes out at 0.28 / 0.39 eV. Its multiplicity is 1. For the total energy, the calculation gives -359.918199 Ha. Its total charge is 0.



No. 2
# C4H7NO

An isolated molecule of C4H7NO in a non-equilibrium geometry (ωB97M-V/def2-TZVPD, the Open Molecules 2025 dataset).

Geometry (Å):
H  -2.6164  0.2450  1.5967
N  -1.6528  -0.0512  1.4757
C  -1.5153  -0.6320  0.3555
C  -0.1456  -0.8482  -0.1390
C  0.1634  0.6173  -0.6104
C  1.4612  0.5025  -0.8935
O  2.4446  1.1004  -0.2113
H  -2.2924  -0.7852  -0.3982
H  0.5182  -1.1310  0.7007
H  -0.0187  -1.6228  -0.9074
H  -0.1485  1.4559  0.0313
H  1.7851  -0.2407  -1.6127
H  2.0172  1.3900  0.6127

As for the SMILES: [H]/N=C/C/C=C/O. The value obtained for the energy above the lowest of the compared OMol25 structures with the same formula, charge and spin is 3.770 eV. The LUMO energy comes out at 0.92 eV. Its multiplicity is 1. For the total energy, the calculation gives -286.493109 Ha. Its total charge is 0.



No. 3
# C30H16CaF9N6O6Se

A structure of composition C30H16CaF9N6O6Se in a non-equilibrium geometry (ωB97M-V/def2-TZVPD, the Open Molecules 2025 dataset).

Geometry (Å):
Ca  -0.3703  -0.5012  -0.1325
O  0.7005  -1.2226  -5.0105
C  0.7341  -2.4720  -4.5184
C  0.6234  -3.5360  -5.4137
C  0.6628  -4.8412  -4.9697
C  0.8209  -5.1177  -3.6194
C  0.9182  -4.0756  -2.7203
C  0.8782  -2.7503  -3.1490
C  0.9038  -1.6854  -2.1199
O  0.8728  -1.9750  -0.9076
N  0.9652  -0.4304  -2.5749
N  0.8995  0.4798  -1.6144
C  1.0582  1.7300  -1.8074
C  1.0383  2.6626  -0.7198
C  1.2949  4.0129  -0.9686
C  1.3073  4.9559  0.0357
C  1.0722  4.5470  1.3448
C  0.8468  3.2232  1.6296
C  0.8203  2.2161  0.6276
O  0.6288  0.9940  0.9458
H  0.7368  -0.6035  -4.2303
H  0.4732  -3.3121  -6.4591
H  0.5585  -5.6456  -5.6840
H  0.8493  -6.1416  -3.2757
H  1.0120  -4.2444  -1.6571
H  1.2588  2.1246  -2.8106
H  1.5032  4.3137  -1.9880
H  1.5239  5.9924  -0.1853
H  1.0906  5.2749  2.1457
H  0.6947  2.9123  2.6545
Se  -3.3091  5.4992  5.0136
N  -3.5816  5.1154  3.3055
C  -2.9660  3.9780  3.0252
C  -2.8934  3.3912  1.7234
C  -3.3860  4.0199  0.5745
C  -3.1574  3.4441  -0.6537
C  -2.4408  2.2430  -0.7035
N  -2.0497  1.5987  0.3639
C  -2.2545  2.1336  1.5719
C  -1.7131  1.4648  2.7193
N  -1.1688  0.2194  2.6096
C  -0.3238  -0.2582  3.5229
C  -0.1014  0.4138  4.7097
C  -0.8050  1.5719  4.9762
C  -1.6039  2.1200  3.9673
C  -2.2878  3.3673  4.1284
N  -2.3466  4.0326  5.2718
H  -3.9183  4.9546  0.6794
H  -3.5114  3.9024  -1.5642
H  -2.2015  1.7640  -1.6427
H  0.1198  -1.2101  3.2667
H  0.5975  0.0064  5.4217
H  -0.7237  2.0797  5.9235
F  -1.5511  -3.2832  -1.1312
C  -2.7657  -2.7652  -1.0275
F  -3.6081  -3.6714  -1.5682
F  -3.0813  -2.7157  0.2714
C  -2.8599  -1.3541  -1.6960
O  -1.8241  -0.6040  -1.4663
C  -3.0368  -1.5563  -3.2417
F  -2.6814  -0.4445  -3.8874
F  -2.2678  -2.5432  -3.7072
F  -4.2930  -1.8355  -3.6381
C  -4.1905  -0.7105  -1.1610
F  -4.5324  0.3802  -1.8622
F  -4.0810  -0.3194  0.1140
F  -5.2582  -1.5251  -1.2033
O  -1.5694  -0.5413  1.5984
O  -0.8575  -1.6798  1.4861

The value obtained for the energy above the lowest of the compared OMol25 structures with the same formula, charge and spin is 4.322 eV. The LUMO energy comes out at 0.55 eV. Its multiplicity is 1. For the total energy, the calculation gives -5910.704966 Ha. Its total charge is -1.



What is the formula in the second record? C4H7NO